Entry 1:
Density functional theory data (the ωB97M-V functional and the def2-TZVPD basis) for a cluster of 2 separate species, C5H12NO in total.

Each line ends with the Löwdin charge.
Cartesian coordinates (Å):
C  -0.98478  -0.00634  -0.89510  -0.188
O  -1.72475  1.20613  -0.27069  -0.056
C  0.41726  0.16591  -1.07835  0.156
C  1.22215  0.42547  0.14715  -0.129
C  2.53034  -0.41898  0.28712  -0.093
C  3.77827  0.00663  0.65266  0.087
N  -3.58878  -0.90178  0.81504  0.041
H  -1.51870  -0.08959  -1.81098  0.114
H  -1.34091  -0.85216  -0.18256  0.157
H  -1.35279  1.96445  -0.86420  0.143
H  0.78290  0.59363  -2.00553  0.158
H  1.61636  1.43270  0.01299  0.157
H  0.61812  0.50189  1.02601  0.127
H  2.43103  -1.39282  -0.10951  0.092
H  4.31317  0.83628  0.25545  0.073
H  4.40792  -0.80150  1.05664  0.087
H  -3.44839  -1.14319  1.73827  -0.017
H  -4.26783  -1.59774  0.42206  0.062
H  -3.89061  0.07101  0.80351  0.030

Forces on atoms 1 to 3 (eV/Å):
C -4.1 -0.8 1.2
O 3.6 0.4 -2.2
C 1.2 3.3 3.2

For the energy above the lowest of the compared OMol25 structures with the same formula, charge and spin, the calculation gives 135.1 kcal per mole. The molar mass comes out at 102.16 g/mol. Its gap between HOMO and LUMO is 5.7 eV. Its spin multiplicity is 1. Its net charge is +1. For the LUMO energy, the calculation gives -7.52 eV. The total energy is -327.2443 Ha.

***

Entry 2:
Density functional theory data (the ωB97M-V functional and the def2-TZVPD basis) for an isolated molecule of C20H25ClN2O3S.

Each line ends with the Löwdin charge.
Cartesian coordinates (Å):
C  -0.83348  -4.62639  0.38627  -0.079
H  -0.24567  -5.45598  -0.00297  0.095
O  -1.28275  -3.91704  -0.74582  -0.074
C  -2.03110  -2.80363  -0.56699  -0.267
C  -2.42174  -2.29699  0.67241  -0.001
C  -3.16616  -1.13180  0.73276  -0.062
C  -3.52276  -0.47900  -0.42840  -0.302
C  -3.16223  -0.98182  -1.66545  -0.059
C  -2.42128  -2.14196  -1.73700  0.011
H  -2.12132  -2.56043  -2.68448  0.123
H  -3.47480  -0.45492  -2.55302  0.117
S  -4.35008  1.09215  -0.30771  0.652
O  -5.29246  1.08049  0.77231  -0.292
O  -4.79226  1.49003  -1.61527  -0.292
N  -3.07803  2.04826  0.20945  -0.127
H  -3.37346  2.71602  0.90185  0.112
C  -2.16597  2.54872  -0.79584  -0.201
H  -2.38235  1.99080  -1.70969  0.113
C  -0.69749  2.34428  -0.40027  -0.286
C  -0.32220  3.16110  0.83785  -0.167
C  1.12939  2.88718  1.22517  -0.165
C  1.33896  1.38184  1.42572  -0.174
N  0.95544  0.58216  0.27620  -0.164
C  1.91980  0.63035  -0.81043  -0.167
C  3.16299  -0.12623  -0.42281  -0.234
C  3.03291  -1.36612  0.19423  -0.034
C  4.13929  -2.10076  0.57386  -0.079
C  5.41116  -1.60428  0.33824  -0.087
C  5.56717  -0.37546  -0.27510  -0.112
C  4.44787  0.35281  -0.64896  -0.602
Cl  4.69963  1.88910  -1.41444  0.698
H  6.55129  0.02466  -0.46391  0.101
H  6.28243  -2.17004  0.63085  0.103
H  4.01366  -3.06063  1.05173  0.101
H  2.03417  -1.73122  0.37649  0.111
H  1.46922  0.13278  -1.67567  0.138
H  2.18567  1.65189  -1.11394  0.075
C  -0.40964  0.86104  -0.11587  -0.157
H  -0.65273  0.25403  -0.99149  0.122
H  -1.05756  0.53957  0.70497  0.116
H  2.38542  1.16983  1.65656  0.122
H  0.72777  1.04552  2.26963  0.126
H  1.38228  3.41422  2.14633  0.112
H  1.79566  3.25201  0.44077  0.107
H  -0.46739  4.22673  0.64511  0.116
H  -0.97648  2.87051  1.66263  0.115
H  -0.08292  2.67379  -1.24530  0.146
H  -2.34599  3.61030  -1.00186  0.130
H  -3.48215  -0.71921  1.67750  0.122
H  -2.14844  -2.79644  1.58776  0.108
H  -1.67009  -5.01984  0.97142  0.098
H  -0.20119  -4.00196  1.02465  0.093

Forces on atoms 1 to 3 (eV/Å):
C 0.1 -0.1 0.2
H 0.0 0.1 0.1
O -0.1 0.2 -0.2

For the energy above the lowest of the compared OMol25 structures with the same formula, charge and spin, the calculation gives 29.3 kcal per mole. The molar mass comes out at 408.95 g/mol. Its gap between HOMO and LUMO is 8.9 eV. As for the SMILES: COc1ccc(S(=O)(=O)NC[C@H]2CCCN(Cc3ccccc3Cl)C2)cc1. Its spin multiplicity is 1. Its net charge is 0. For the LUMO energy, the calculation gives 0.52 eV. The total energy is -1970.7129 Ha.

***

Entry 3:
Density functional theory data (the ωB97M-V functional and the def2-TZVPD basis) for an isolated molecule of C4H8O3.

Each line ends with the Löwdin charge.
Cartesian coordinates (Å):
O  -1.97225  -1.75172  -1.28479  0.045
C  -1.67532  -0.56309  -1.11849  -0.499
O  -1.84645  0.14716  -2.21666  0.051
C  -0.91059  0.13188  0.07033  -0.102
C  0.53156  -0.36809  0.18853  -0.196
C  1.13557  0.41458  1.33465  -0.285
O  2.55808  0.28335  1.28062  -0.084
H  -1.96951  -0.28629  -3.15907  0.197
H  -0.96613  1.23272  -0.00622  0.122
H  -1.39045  -0.32958  0.93370  0.123
H  1.14247  0.00107  -0.68062  0.137
H  0.62683  -1.46385  0.37289  0.140
H  0.99619  0.03111  2.40735  0.148
H  0.84145  1.53120  1.10932  0.145
H  2.89854  0.98955  0.76847  0.056

Forces on atoms 1 to 3 (eV/Å):
O 0.8 1.2 2.5
C 0.3 -3.5 -2.1
O 0.3 3.0 -3.0

For the energy above the lowest of the compared OMol25 structures with the same formula, charge and spin, the calculation gives 45.2 kcal per mole. The molar mass comes out at 104.10 g/mol. Its gap between HOMO and LUMO is 10.7 eV. As for the SMILES: O=C(O)CCCO. Its spin multiplicity is 1. Its net charge is 0. For the LUMO energy, the calculation gives 0.62 eV. The total energy is -382.8928 Ha.

***

Entry 4:
Density functional theory data (the ωB97M-V functional and the def2-TZVPD basis) for an isolated molecule of C3H3NO3.

Each line ends with the Löwdin charge.
Cartesian coordinates (Å):
C  -0.61485  1.08869  -0.12203  -0.362
C  -1.19463  -0.17794  -0.43338  0.042
C  0.04471  -0.08810  0.53745  -0.110
N  1.35480  -0.43116  0.03879  -0.406
O  -0.51398  2.25718  -0.00435  0.188
O  1.45818  -0.54804  -1.16059  0.068
O  2.25585  -0.59884  0.82483  0.090
H  -2.07611  -0.57596  0.02584  0.110
H  -0.79822  -0.74500  -1.40846  0.181
H  0.08425  -0.18084  1.70191  0.199

Forces on atoms 1 to 3 (eV/Å):
C 0.9 0.2 1.4
C 1.8 -2.4 -1.9
C 0.2 -0.1 2.7

For the energy above the lowest of the compared OMol25 structures with the same formula, charge and spin, the calculation gives 135.3 kcal per mole. The molar mass comes out at 101.06 g/mol. Its gap between HOMO and LUMO is 10.2 eV. As for the SMILES: O=C1C[C@H]1[N+](=O)[O-]. Its spin multiplicity is 1. Its net charge is 0. For the LUMO energy, the calculation gives -0.10 eV. The total energy is -396.4088 Ha.

***

Entry 5:
Density functional theory data (the ωB97M-V functional and the def2-TZVPD basis) for a structure of composition C28H21ClI2N5O3Sn.

Each line ends with the Löwdin charge.
Cartesian coordinates (Å):
Sn  0.17192  -0.64894  0.49954  1.287
O  -0.20645  -2.30610  -0.69274  -0.225
C  -1.34301  -2.40801  -1.38723  -0.322
C  -1.30456  -2.75675  -2.73891  -0.003
C  -2.47611  -2.91244  -3.45284  -0.048
C  -3.72110  -2.73210  -2.84772  -0.068
C  -3.77177  -2.39653  -1.51521  -0.021
C  -2.59521  -2.22181  -0.77048  -0.139
C  -2.71321  -1.85891  0.61778  -0.048
N  -1.75287  -1.49177  1.38514  -0.033
C  -2.09589  -1.05985  2.74144  -0.163
C  -0.80349  -0.80076  3.49940  -0.172
N  0.04559  0.00552  2.64281  -0.051
C  0.35075  1.20451  2.97836  -0.042
C  1.12699  2.11435  2.18522  -0.149
C  1.13338  3.47161  2.54606  -0.033
C  1.82530  4.39732  1.80314  -0.069
C  2.54825  3.96717  0.68825  -0.046
C  2.57627  2.63677  0.32393  0.002
C  1.86258  1.68588  1.06067  -0.324
O  1.91103  0.40212  0.70018  -0.178
H  -0.34068  -2.90825  -3.20694  0.117
H  -2.42586  -3.18228  -4.49992  0.115
H  -4.63004  -2.85961  -3.41777  0.110
H  -4.72763  -2.25762  -1.02367  0.120
H  -3.72565  -1.88283  1.02948  0.149
H  -2.69482  -1.82034  3.24484  0.133
H  -2.67287  -0.13302  2.68494  0.136
H  -0.29309  -1.74557  3.70425  0.122
H  -1.00441  -0.30285  4.44983  0.128
H  -0.01075  1.58243  3.93788  0.148
H  0.56687  3.78232  3.41635  0.119
H  1.81535  5.44214  2.07864  0.110
H  3.10062  4.68853  0.09949  0.115
H  3.14295  2.29798  -0.53408  0.125
Cl  0.12452  4.56461  -4.21797  0.724
C  -0.22283  3.49790  -2.89969  -0.603
C  -1.04501  3.90712  -1.89072  -0.148
C  -1.35092  3.05389  -0.80764  -0.632
I  -2.60376  3.71046  0.71060  0.958
C  -0.83007  1.78672  -0.73859  -0.402
O  -1.09296  0.93235  0.23815  -0.202
C  0.04935  1.37512  -1.78380  -0.141
N  0.58038  0.13605  -1.64371  0.047
C  1.38552  -0.33739  -2.56561  -0.083
C  1.72049  0.40461  -3.70811  -0.014
C  1.21606  1.66897  -3.85888  0.010
C  0.35481  2.20238  -2.87758  -0.158
H  -1.47303  4.89948  -1.92215  0.100
H  1.78834  -1.32880  -2.39779  0.128
H  2.38199  -0.02484  -4.44644  0.116
H  1.47096  2.26804  -4.72245  0.103
I  4.48826  -3.87820  3.81973  0.925
C  2.96753  -3.40058  2.52125  -0.755
C  2.20141  -4.27175  1.76796  -0.102
N  1.33436  -3.53100  1.07039  0.036
N  1.50346  -2.22498  1.32009  -0.061
C  2.49308  -2.12664  2.20304  -0.154
H  2.22661  -5.34507  1.68667  0.132
H  0.64974  -3.77178  0.36320  0.152
H  2.81331  -1.15896  2.54998  0.123

Forces on atoms 1 to 3 (eV/Å):
Sn -0.1 -0.1 0.0
O 0.1 0.0 0.0
C 0.0 0.0 0.0

For the energy above the lowest of the compared OMol25 structures with the same formula, charge and spin, the calculation gives 0.0 kcal per mole. The molar mass comes out at 883.48 g/mol. Its gap between HOMO and LUMO is 7.5 eV. Its spin multiplicity is 1. Its net charge is +1. For the LUMO energy, the calculation gives -2.96 eV. The total energy is -2848.8802 Ha.

***

Entry 6:
Density functional theory data (the ωB97M-V functional and the def2-TZVPD basis) for the ion C10H20INOP with charge +1.

Each line ends with the Löwdin charge.
Cartesian coordinates (Å):
C  0.53302  -3.04159  -2.10603  0.025
C  0.75842  -1.98294  -2.88583  -0.141
C  0.02640  -0.65744  -2.83009  -0.144
C  -0.54296  -0.40120  -1.44328  -0.285
N  -1.73054  0.57287  -1.39076  0.093
C  -1.80606  1.09052  0.05463  -0.052
C  -0.64548  0.35383  0.76577  -0.321
C  -0.15620  0.96743  2.07231  -0.214
C  1.05658  0.19503  2.62724  -0.309
C  0.97065  -0.11423  4.11229  -0.629
I  -0.74612  -1.29678  4.57242  0.814
C  0.37021  0.21178  -0.38651  -0.290
P  0.98518  1.87126  -0.95709  0.757
O  2.39739  1.85284  -1.37009  -0.380
H  -0.44306  -3.27795  -1.69172  0.068
H  1.33078  -3.74581  -1.90588  0.072
H  1.51220  -2.05096  -3.66396  0.112
H  -0.78627  -0.61216  -3.56737  0.129
H  0.74355  0.12445  -3.08818  0.108
H  -0.99317  -1.31394  -1.05820  0.138
H  -1.70097  1.28715  -2.11807  0.156
H  -2.58980  0.05727  -1.57827  0.181
H  -2.74256  0.68979  0.43503  0.139
H  -1.83112  2.17476  0.11618  0.136
H  -1.07439  -0.61916  1.02709  0.143
H  -0.96586  0.98040  2.80185  0.077
H  0.13758  2.00501  1.90062  0.095
H  1.12133  -0.76792  2.11250  0.098
H  1.98124  0.73111  2.40186  0.124
H  1.81066  -0.72969  4.41906  0.043
H  0.95885  0.77647  4.73477  0.055
H  1.27698  -0.34644  -0.16436  0.141
H  0.11680  2.23757  -2.01361  0.030
H  0.66674  2.77868  0.06570  0.032

Forces on atoms 1 to 3 (eV/Å):
C 0.0 0.1 -0.3
C -0.1 -0.1 0.0
C -0.7 -0.1 -0.4

The molar mass comes out at 328.15 g/mol. Its gap between HOMO and LUMO is 8.7 eV. As for the SMILES: C=CC[C@@H]1[NH2+]C[C@H](CCCI)[C@@H]1[PH2]=O. Its spin multiplicity is 1. Its net charge is +1. For the LUMO energy, the calculation gives -3.38 eV. The total energy is -1161.7853 Ha.